# 1
Entry from the Open Molecules 2025 dataset: C29H45FP2Pm as an isolated structure at a distorted geometry (wB97M-V/def2-TZVPD).

HOMO level (spin up / spin down) = -10.13 / -10.12 eV
2S+1 = 5
lowest unoccupied orbital energy (spin up / spin down) = -2.7 / -2.6 eV
net charge = +1
energy = -68643.6563 eV
⟨S²⟩ = 6.009
Kohn-Sham gap (spin up / spin down) = 7.44 / 7.50 eV

```
78
Properties=species:S:1:pos:R:3:forces:R:3:mulliken_charge:R:1
Pm 0.5992 0.7320 0.9130 2.37 1.98 2.25 0.3075
C 0.6264 3.3517 1.4807 0.08 -0.58 0.70 0.5481
C -0.4530 2.7421 2.1957 0.73 -0.21 0.06 0.6165
C 1.5235 2.1237 3.2116 -0.61 0.02 -0.63 0.6031
C 1.8433 2.9651 2.1171 -0.92 -0.27 -0.05 0.4231
C 0.1095 1.9638 3.2557 0.44 0.46 -0.59 0.4619
C 0.5032 4.3245 0.3650 -0.02 0.44 -0.38 -1.5335
H -0.3686 4.1198 -0.2689 0.10 0.11 0.08 0.2683
H 1.3901 4.3076 -0.2784 -0.17 0.06 0.06 0.4122
H 0.3976 5.3487 0.7543 -0.01 -0.19 -0.19 0.3189
C 3.2117 3.4328 1.7915 0.49 0.10 -0.14 -1.4072
H 3.1956 4.1805 0.9947 0.08 0.00 0.14 0.4001
H 3.8635 2.6144 1.4625 -0.06 0.12 0.13 0.2003
H 3.6817 3.8769 2.6801 -0.07 -0.01 -0.23 0.3108
C 2.5116 1.6022 4.1865 0.37 -0.18 0.28 -1.5036
H 3.0530 2.4320 4.6637 -0.15 -0.20 -0.02 0.3327
H 3.2619 0.9613 3.7094 -0.06 0.18 0.09 0.2546
H 2.0248 1.0109 4.9667 0.12 0.12 0.00 0.3715
C -0.6392 1.2321 4.3099 -0.25 -0.20 0.41 -1.6046
H -0.8248 1.8853 5.1750 -0.05 -0.21 -0.13 0.3091
H -0.0769 0.3640 4.6714 -0.13 0.11 0.00 0.4145
H -1.6087 0.8727 3.9477 0.05 0.06 0.11 0.2787
C -1.9049 2.9534 1.9508 -0.44 0.13 0.05 -1.4398
H -2.3033 3.7521 2.5936 -0.01 -0.17 -0.17 0.3346
H -2.4913 2.0518 2.1625 -0.03 0.07 0.03 0.2689
H -2.1100 3.2411 0.9160 -0.02 0.09 0.08 0.3287
C -1.1417 -1.8245 -3.9004 -0.45 0.73 -0.84 -0.2304
C -1.9432 -0.7384 -3.9025 0.57 -0.94 -1.54 -0.2429
C -3.4412 -0.8066 -3.9201 -0.74 0.10 -0.10 -0.9345
C -4.0396 -1.8459 -2.9427 -0.19 0.22 -0.46 -1.3424
C -3.2134 -2.0365 -1.7050 -0.39 -1.11 0.07 0.2568
C -2.3490 -3.0494 -1.5101 -1.55 -0.19 0.15 -0.0303
C -1.7650 -3.9198 -2.5690 -0.20 -0.66 -0.55 -1.2489
C -1.5762 -3.2586 -3.9618 0.06 -0.62 0.12 -1.0920
H -3.7993 -1.0301 -4.9458 0.21 0.15 0.40 0.3953
H -4.2479 -2.7977 -3.4555 0.34 0.25 0.28 0.3272
H -3.8805 0.1734 -3.6697 0.33 -0.18 -0.15 0.3646
H -2.4562 -3.4211 -4.5988 0.11 0.34 0.28 0.3180
H -0.0573 -1.7255 -4.0002 -0.40 0.16 0.11 0.3735
H -1.5380 0.2375 -4.1876 0.15 -0.26 0.50 0.7521
H -0.7637 -3.8071 -4.4652 -0.31 0.11 0.13 0.4551
H -0.7789 -4.3060 -2.2549 -0.37 0.19 0.18 0.2971
H -2.1783 -3.4305 -0.5015 0.38 0.74 -0.30 0.9867
H -2.4077 -4.8166 -2.6741 0.35 0.22 -0.06 0.4102
H -5.0327 -1.4883 -2.6138 0.40 -0.12 -0.15 0.4506
H -3.4411 -1.3151 -0.9179 -0.12 -0.57 0.04 -0.0679
P 0.1542 0.7143 -1.7155 -0.39 0.69 0.83 0.7813
C 1.0962 0.5623 -3.2399 -0.04 -0.42 -0.72 -1.1452
C -1.5151 1.5428 -1.8026 0.08 -0.28 -0.31 -0.5392
P -0.8775 -1.4953 0.8593 0.27 -0.03 -0.12 1.1214
C -0.3796 -0.9781 -1.0942 -0.72 -0.39 0.60 1.5891
C -2.6327 -1.5732 1.3515 -0.55 0.09 -0.43 -1.6198
C -0.3267 -3.1928 1.1792 0.51 -0.29 -0.35 -1.2382
H 2.0848 0.1533 -2.9703 -0.38 0.17 -0.05 0.3332
H 1.2461 1.5520 -3.6943 -0.09 -0.20 0.29 0.4343
H 0.6144 -0.0978 -3.9658 0.31 0.38 0.03 0.2803
H -2.3015 0.8166 -2.0667 0.29 0.45 0.04 -0.1077
H -1.4760 2.3483 -2.5514 -0.12 -0.19 0.28 0.5080
H -1.7696 1.9921 -0.8197 0.32 -0.21 -0.48 -0.1928
H -0.6921 -3.8960 0.4254 0.20 0.01 0.30 0.3746
H -0.7041 -3.4855 2.1698 0.06 0.18 -0.27 0.4787
H 0.7694 -3.2242 1.2046 -0.22 -0.03 -0.01 0.2880
H 0.2966 -1.7615 -1.4608 -0.06 0.13 0.29 0.6800
H -1.3105 -1.0823 -1.6490 0.47 -0.30 0.41 -2.5717
H -2.6435 -1.6640 2.4502 0.27 0.09 -0.35 0.4852
H -3.1665 -2.4305 0.9294 0.02 0.23 0.13 0.4690
H -3.1633 -0.6481 1.0906 0.11 -0.22 0.14 0.3969
F 6.5841 -1.7248 1.4095 -0.71 0.52 0.05 -0.3316
C 5.3583 -1.1108 1.3659 0.43 -0.49 -0.06 0.2752
C 4.4007 -1.5091 2.2922 -0.90 0.21 -0.02 -0.6998
C 3.1011 -0.9562 2.1690 1.88 -0.70 -0.27 -0.5530
C 2.8631 -0.0686 1.1382 -2.56 1.10 -0.04 0.3490
C 3.8324 0.3830 0.2675 1.59 -1.18 0.32 -0.5252
C 5.1288 -0.1737 0.3655 -0.70 0.35 -0.11 -0.8516
H 4.6157 -2.2438 3.0647 0.24 0.15 -0.19 0.4528
H 2.3251 -1.2278 2.8910 0.16 -0.04 -0.13 0.5144
H 3.6184 1.1382 -0.4868 0.09 -0.08 -0.03 0.6179
H 5.9041 0.1061 -0.3376 0.15 -0.12 0.18 0.4731
```
Positions in Å, forces in eV/Å.

# 2
Entry from the Open Molecules 2025 dataset: C22H28GaN5O2 as an isolated structure at a distorted geometry (wB97M-V/def2-TZVPD).

HOMO level = -14.03 eV
lowest unoccupied orbital energy = -7.4 eV
net charge = +2
energy = -87178.8747 eV
Kohn-Sham gap = 6.64 eV

```
58
Properties=species:S:1:pos:R:3:forces:R:3:mulliken_charge:R:1
Ga -0.3063 0.1717 0.7397 1.05 1.26 -0.28 0.5441
C -4.7494 0.1617 1.4034 -0.47 0.31 0.25 -1.8811
C -3.3279 -0.0540 1.0305 2.15 0.93 0.83 0.9957
N -2.2444 0.4253 1.6124 -1.96 -0.46 -0.65 0.1079
C -2.3278 1.3562 2.6954 -0.22 0.04 1.05 -0.4490
C -1.3678 2.5111 2.4478 -1.32 1.73 0.02 -1.0056
N -0.1059 2.1490 1.8329 -0.11 -1.29 -0.02 -0.0849
C 1.0502 2.0482 2.7539 0.60 0.68 -0.58 -0.7363
C 1.1257 0.7216 3.4941 -0.08 0.22 0.91 -0.8714
N 0.9740 -0.4522 2.6187 -1.08 -0.03 -0.88 -0.2449
C 2.2514 -0.9216 2.0507 0.95 0.03 -0.42 -0.8969
C 2.1205 -1.7261 0.7117 0.71 0.56 0.72 -0.9387
N 0.8403 -1.4563 0.1194 -0.84 -1.85 -1.38 0.3523
C 0.3303 -2.2436 -0.7949 1.23 1.23 0.77 0.6479
C 1.0420 -3.3080 -1.5661 0.61 -0.70 0.30 -1.7554
C -1.0854 -1.9931 -1.0517 -1.94 0.94 -0.57 1.0213
C -1.8849 -2.6654 -1.9954 0.07 0.12 0.92 -0.9703
C -3.2740 -2.5266 -1.8912 0.58 0.47 -0.04 -0.7972
C -3.8289 -1.6217 -0.9941 0.33 0.49 1.41 -0.8873
C -2.9656 -0.9234 -0.0944 0.78 -1.26 -2.33 0.7342
N -1.6286 -1.0679 -0.2240 -1.00 -1.83 -0.62 0.2717
H -4.8952 0.0568 2.4963 -0.02 -0.12 -0.62 0.4449
H -5.4229 -0.5005 0.8354 0.38 0.13 0.55 0.4170
H -5.0803 1.1810 1.1406 0.30 -0.16 0.09 0.4063
H -2.0356 0.8820 3.6574 -0.38 -0.13 -0.56 0.1474
H -3.3485 1.7642 2.7841 0.47 -0.14 0.27 0.5633
H -1.2014 3.0235 3.4083 -0.05 -0.06 -0.29 0.3049
H -1.9522 3.2338 1.8090 1.02 -0.56 0.36 0.4280
H 0.1032 2.7730 1.0694 0.26 0.09 -0.12 0.3371
H 1.0391 2.8782 3.4777 -0.17 -0.33 -0.06 0.5796
H 1.9621 2.2206 2.1588 -0.45 -0.29 0.07 0.2548
H 0.3860 0.7263 4.3213 0.18 -0.37 -0.61 0.3491
H 2.1018 0.6819 3.9863 -0.08 0.02 0.06 0.4881
H 0.4844 -1.2171 3.0985 0.37 0.44 -0.11 0.3665
H 2.7957 -1.5687 2.7562 -0.23 0.36 -0.03 0.4846
H 2.8836 -0.0327 1.8479 -0.53 -0.46 0.20 0.3140
H 2.2969 -2.7892 0.9110 -0.42 0.09 -0.13 0.6739
H 2.9336 -1.4037 0.0539 -0.10 0.07 -0.01 0.3878
H 2.1289 -3.2105 -1.4109 -0.46 -0.12 -0.16 0.4457
H 0.8435 -3.2192 -2.6480 -0.01 0.10 0.46 0.5154
H 0.7546 -4.3559 -1.2695 0.08 1.05 -0.12 0.3388
H -1.4641 -3.3203 -2.7548 -0.01 0.01 0.37 0.4206
H -3.8955 -3.1529 -2.5073 -0.25 0.14 -0.24 0.4911
H -4.9119 -1.4832 -0.9186 0.48 -0.22 -0.08 0.3734
O 1.6503 1.2893 -0.0334 -0.76 -0.58 -0.52 -0.7421
C 1.0695 1.2982 -1.1710 0.46 0.07 1.30 0.7251
O -0.1816 1.0554 -1.2323 -0.63 -0.68 1.33 -0.7566
C 1.8376 1.4508 -2.3912 -0.01 -0.17 -0.73 0.4190
C 1.2388 1.1508 -3.6255 0.55 -0.08 0.50 -0.4997
C 2.0432 1.0250 -4.7355 0.44 0.10 -0.80 -0.6248
C 3.4307 1.2331 -4.6607 -0.58 -0.27 0.60 -0.4801
C 3.9871 1.5969 -3.4388 0.64 0.10 -0.54 -0.5686
C 3.2024 1.6861 -2.3067 0.28 0.26 0.34 -0.3281
H 0.1854 0.9307 -3.6697 -0.16 0.12 -0.05 0.5214
H 1.5943 0.7733 -5.6910 0.07 -0.05 0.08 0.3996
H 4.0912 1.0305 -5.4962 -0.25 0.26 -0.11 0.4286
H 5.0601 1.8011 -3.4100 -0.35 -0.12 0.22 0.3871
H 3.6474 1.9263 -1.3399 -0.15 -0.08 -0.30 0.4306
```
Positions in Å, forces in eV/Å.

# 3
Entry from the Open Molecules 2025 dataset: a 4-piece molecular cluster, H10NO3 overall at a distorted geometry (wB97M-V/def2-TZVPD).

HOMO level = -15.74 eV
lowest unoccupied orbital energy = -3.1 eV
net charge = +1
energy = -7789.3153 eV
energy relative to the best compared isomer or geometry (same formula, charge and spin) = 0.363 eV
Kohn-Sham gap = 12.61 eV

```
14
Properties=species:S:1:pos:R:3:forces:R:3:mulliken_charge:R:1
N 0.5883 0.2160 -0.0339 -0.58 -0.12 0.04 -0.3430
H 0.1155 1.1148 0.0519 -0.38 0.27 0.20 0.2966
H 1.5862 0.3734 0.0015 0.28 -0.15 0.03 0.3902
H 0.2618 -0.4263 0.7476 0.28 0.15 -0.32 0.3136
H 0.3333 -0.2193 -0.9321 0.32 -0.15 -0.01 0.4108
H -0.9576 3.2015 -0.3658 -0.80 0.17 0.46 0.3328
H -2.1174 2.8453 0.6582 -1.73 0.62 0.07 0.3168
O -1.2332 2.6955 0.4138 2.73 -0.88 -0.68 -0.6751
H 0.5465 -2.0803 -2.8970 -0.39 -0.34 -0.27 0.3254
H 1.7914 -1.2716 -2.6442 0.08 -0.04 0.01 0.3282
O 0.9734 -1.5576 -2.2225 0.29 0.46 0.24 -0.6734
H -0.3278 -2.3392 2.0655 -0.18 0.24 0.43 0.3200
H -0.6514 -0.8700 2.6589 -0.17 -0.54 0.47 0.3237
O -0.3275 -1.3869 1.9196 0.26 0.30 -0.69 -0.6664
```
Positions in Å, forces in eV/Å.